(1)
The following is a DFT calculation (ωB97M-V/def2-TZVPD) of C17H26FNO2 in the gas phase.

Output
E_HOMO = -8.62 eV
Lowest unoccupied orbital energy = 0.77 eV
Multiplicity = 1
DFT total energy = -968.4568 hartree
Energy relative to the best compared isomer or geometry (same formula, charge and spin) = 6.1 kcal per mole
Structure (SMILES) = CN(C[C@@H](O)COCc1ccccc1F)C1CCCCC1

XYZ file:
```
47
Properties=species:S:1:pos:R:3:forces:R:3:lowdin_charge:R:1
C 2.860142 -0.195486 -1.680039 -0.033 -0.021 0.097 -0.09
N 1.509293 0.290166 -1.451575 0.147 0.117 -0.192 -0.19
C 0.754825 0.405740 -2.693649 -0.457 -0.017 0.042 -0.15
H 0.527226 1.452652 -2.932173 0.039 -0.068 -0.017 0.13
C -0.577584 -0.373538 -2.661167 0.389 -0.092 0.172 -0.33
O -1.344968 -0.043289 -3.799770 -0.191 0.075 -0.391 -0.03
H -0.848937 -0.281370 -4.591591 -0.032 0.020 0.018 0.09
C -0.375843 -1.905359 -2.538788 0.042 0.217 -0.149 -0.14
O -0.858170 -2.463205 -1.344004 -0.274 -0.050 0.392 -0.13
C -0.122749 -2.138590 -0.179379 0.313 -0.258 0.097 -0.14
C -0.967975 -1.468419 0.871788 0.143 -0.119 0.024 -0.14
C -0.418343 -1.184198 2.116753 -0.242 0.058 -0.066 -0.24
C -1.119328 -0.530137 3.109315 0.195 -0.089 -0.047 -0.02
C -2.426609 -0.146224 2.858852 -0.025 0.012 -0.024 -0.08
C -3.006153 -0.430488 1.634683 -0.117 0.079 0.019 -0.08
C -2.283862 -1.087066 0.652351 0.109 -0.044 0.019 -0.03
H -2.731609 -1.316128 -0.302057 -0.029 -0.025 -0.093 0.12
H -4.026952 -0.138053 1.441055 -0.096 0.025 -0.015 0.10
H -2.987761 0.370114 3.622469 -0.050 0.041 0.073 0.10
H -0.642153 -0.330694 4.056177 0.075 0.012 0.086 0.12
F 0.863289 -1.555757 2.363210 -0.086 0.011 -0.084 0.06
H 0.710316 -1.466547 -0.428071 -0.121 -0.155 0.075 0.11
H 0.293153 -3.068021 0.236386 -0.028 0.142 -0.068 0.14
H -0.962003 -2.394806 -3.323092 0.136 0.143 -0.001 0.13
H 0.683827 -2.162826 -2.677656 -0.023 -0.019 -0.006 0.12
H -1.182519 -0.045068 -1.813500 0.114 -0.041 0.013 0.13
H 1.345813 0.014091 -3.530198 0.005 0.034 0.020 0.12
C 1.464780 1.511076 -0.632975 -0.188 -0.157 0.229 -0.31
C 2.267077 1.337581 0.661642 0.132 0.309 -0.220 -0.15
C 2.157934 2.562302 1.566696 -0.123 -0.207 0.139 -0.19
C 0.706590 2.864986 1.911080 0.133 0.270 -0.161 -0.20
C -0.074890 3.085798 0.624060 -0.112 -0.213 0.134 -0.19
C 0.014614 1.854155 -0.271630 0.190 0.304 -0.126 -0.14
H -0.422808 1.002070 0.249687 -0.061 -0.083 -0.007 0.10
H -0.570151 2.039551 -1.172133 -0.065 -0.089 -0.062 0.11
H -1.123902 3.289154 0.848385 -0.007 0.073 -0.054 0.11
H 0.330168 3.953565 0.097265 -0.028 0.095 -0.020 0.11
H 0.647206 3.750151 2.547702 -0.035 -0.031 0.071 0.11
H 0.274779 2.023731 2.457480 -0.045 -0.038 0.078 0.10
H 2.733013 2.384120 2.477569 0.075 0.057 -0.024 0.11
H 2.595055 3.426647 1.059828 0.064 0.061 0.022 0.11
H 1.896596 0.458138 1.188701 -0.011 -0.161 0.039 0.11
H 3.322306 1.182619 0.436531 0.008 -0.113 0.002 0.10
H 1.899535 2.358724 -1.200454 -0.020 -0.038 0.011 0.16
H 2.828421 -1.030265 -2.378388 0.021 -0.014 -0.010 0.08
H 3.282716 -0.567024 -0.749059 0.116 -0.013 -0.019 0.08
H 3.527328 0.576826 -2.091832 0.052 -0.001 -0.017 0.10
```
Positions in Å, forces in eV/Å.

***

(2)
The following is a DFT calculation (ωB97M-V/def2-TZVPD) of a molecular structure, C28H28F5FeN4S2.

Output
E_HOMO (spin up / spin down) = -10.09 / -10.16 eV
Lowest unoccupied orbital energy (spin up / spin down) = -3.69 / -3.71 eV
Charge = +1
Multiplicity = 5
DFT total energy = -3862.0552 hartree
Energy relative to the best compared isomer or geometry (same formula, charge and spin) = 14.4 kcal per mole

XYZ file:
```
68
Properties=species:S:1:pos:R:3:forces:R:3:lowdin_spin:R:1
Fe -0.080968 0.137131 0.472585 0.317 0.773 -0.831 3.69
C -6.605011 0.541317 -1.481391 0.069 -0.077 -0.018 0.00
C -5.801695 -0.507258 -2.263885 -0.144 -0.081 -0.121 0.00
C -5.887929 -0.205090 -3.771436 -0.025 -0.016 0.099 0.00
C -6.425358 -1.881237 -1.995971 0.041 0.093 -0.018 0.00
C -4.335539 -0.471619 -1.876662 0.144 0.014 0.041 0.00
C -3.567347 -1.615400 -1.686424 -0.024 0.003 -0.035 0.00
C -2.240364 -1.496371 -1.317247 0.048 -0.097 0.003 0.01
N -1.623497 -0.330473 -1.149753 0.218 0.209 0.355 0.02
C -2.320265 0.783547 -1.434096 -0.195 -0.174 -0.040 0.00
C -3.664128 0.745220 -1.762327 0.091 0.034 -0.065 0.00
C -1.550064 2.046324 -1.419010 0.064 0.307 -0.104 0.01
C -1.927543 3.124649 -2.206108 -0.020 -0.040 0.052 0.00
C -1.184427 4.301519 -2.195159 0.040 -0.067 0.036 0.00
C -0.032451 4.294426 -1.410035 -0.087 -0.043 -0.081 0.00
C 0.300738 3.170118 -0.681680 0.174 0.194 0.116 0.00
N -0.446142 2.066843 -0.664139 -0.243 -0.528 0.186 0.04
C -1.574539 5.528779 -3.003885 -0.024 0.071 -0.043 0.00
C -2.977073 5.396294 -3.604084 0.089 -0.027 0.054 0.00
C -1.549153 6.758457 -2.080623 -0.017 -0.074 -0.052 0.00
C -0.556746 5.699719 -4.142667 -0.052 0.010 0.056 0.00
H -7.655330 0.457154 -1.760201 -0.016 0.032 0.021 0.00
H -6.291390 1.562302 -1.698980 0.004 -0.010 0.008 0.00
H -6.522483 0.371296 -0.406647 -0.010 0.039 0.008 0.00
H -6.933141 -0.208773 -4.083846 0.013 -0.003 -0.029 0.00
H -5.350741 -0.960091 -4.347534 -0.007 0.019 -0.030 0.00
H -5.464790 0.772964 -4.006163 -0.005 0.001 -0.002 0.00
H -7.485776 -1.846873 -2.244861 -0.004 -0.012 0.002 0.00
H -6.336217 -2.152638 -0.941903 0.002 -0.045 -0.017 0.00
H -5.974551 -2.662834 -2.609051 -0.004 -0.008 0.023 0.00
H -3.984646 -2.604029 -1.810380 -0.002 0.024 0.027 0.00
H -1.631935 -2.377047 -1.169596 0.004 -0.070 0.144 0.00
H -4.190791 1.673494 -1.929813 0.012 -0.005 0.013 0.00
H -2.788970 3.027490 -2.848829 -0.037 0.035 0.053 0.00
H 0.620213 5.154436 -1.365112 0.001 0.000 0.017 0.00
H 1.202135 3.151377 -0.082555 -0.038 -0.059 0.003 0.00
H -3.720247 5.193157 -2.830000 -0.033 -0.007 -0.039 0.00
H -3.018342 4.610475 -4.360785 -0.047 -0.020 0.025 0.00
H -3.253333 6.330954 -4.091257 0.023 0.000 -0.011 0.00
H -2.158435 6.583667 -1.192252 0.005 0.052 0.013 0.00
H -1.953883 7.624704 -2.604459 0.029 -0.003 -0.025 0.00
H -0.535869 7.006410 -1.766199 -0.011 0.003 0.049 0.00
H -0.535807 4.811074 -4.775692 0.030 0.013 -0.021 0.00
H 0.447142 5.872650 -3.753040 0.010 -0.015 -0.028 0.00
H -0.834764 6.553133 -4.762724 0.018 0.013 0.016 0.00
F 5.462743 -3.428428 1.555973 0.057 -0.031 0.005 0.00
C 4.658828 -2.370370 1.524607 -0.050 0.093 0.046 0.00
C 3.540372 -2.372370 0.710662 -0.039 -0.017 -0.075 0.00
F 3.253965 -3.432767 -0.050119 0.027 -0.029 -0.006 0.00
C 2.718677 -1.266735 0.703592 0.187 0.252 0.389 0.00
F 1.626805 -1.281625 -0.107978 -0.198 -0.276 -0.319 0.03
C 2.924703 -0.144858 1.495427 0.219 -0.359 -0.039 0.01
S 1.820830 1.194481 1.489289 -0.510 0.046 -0.021 0.08
C 4.065307 -0.171864 2.300184 -0.203 -0.092 -0.175 0.01
F 4.336260 0.865218 3.084026 0.081 0.038 0.074 0.00
C 4.920327 -1.260236 2.316569 -0.028 -0.038 -0.056 0.00
F 5.991787 -1.255489 3.100483 0.056 -0.014 0.040 0.00
S -0.639224 -1.235483 2.331042 0.262 0.135 0.543 0.04
C -1.227540 -2.806393 2.123778 -0.214 -0.151 0.149 0.02
N -0.546141 -3.814384 2.754939 -0.171 -0.017 -0.174 0.01
C -0.966676 -5.094421 2.742797 0.042 -0.073 0.061 0.00
C -2.116568 -5.410691 2.088845 -0.186 0.034 -0.120 0.01
C -2.794634 -4.347585 1.469721 0.186 -0.061 0.129 0.00
N -2.368271 -3.102636 1.489659 -0.070 0.027 -0.299 0.01
H 0.297666 -3.556660 3.251854 0.040 0.044 -0.034 0.00
H -0.357592 -5.819242 3.263726 0.045 0.052 0.030 0.00
H -2.492475 -6.420806 2.052056 0.041 -0.007 0.037 0.00
H -3.729609 -4.522377 0.946884 0.026 -0.017 0.004 0.00
```
Positions in Å, forces in eV/Å.

***

(3)
The following is a DFT calculation (ωB97M-V/def2-TZVPD) of a molecular structure, C5H15N3.

Output
E_HOMO = -7.76 eV
Lowest unoccupied orbital energy = 0.49 eV
Multiplicity = 1
DFT total energy = -363.6329 hartree
Energy relative to the best compared isomer or geometry (same formula, charge and spin) = 96.7 kcal per mole

XYZ file:
```
23
Properties=species:S:1:pos:R:3:forces:R:3:lowdin_charge:R:1
C 0.342950 1.979932 -0.531651 0.058 -0.531 -0.074 -0.07
C 2.112998 0.589260 -0.863130 0.199 0.627 -0.192 -0.15
N -0.589598 1.886835 -1.460193 0.019 -0.300 -0.177 0.08
H -0.411910 2.310086 -2.361745 -0.049 0.003 0.150 0.11
H -1.186552 1.017177 -1.460149 0.216 0.438 0.077 0.07
H 1.025426 2.818877 -0.572947 0.071 -0.122 -0.046 0.10
H 0.113181 1.544610 0.428507 0.050 -0.004 -0.005 0.09
H 2.605310 -0.388335 -0.931857 -0.102 -0.146 0.242 0.03
H 2.151066 0.940588 -1.896951 -0.169 0.138 0.001 0.01
H 2.765040 1.230460 -0.265828 0.088 -0.054 0.003 0.01
C 0.497155 -1.220095 1.852864 -0.120 0.007 0.047 -0.14
C -2.212474 -1.231794 0.886299 0.107 -0.012 0.019 -0.04
N 0.194220 -0.892288 0.477397 0.922 0.453 -0.475 -0.10
C -1.038358 -0.972908 -0.031022 -0.078 0.195 -0.278 -0.55
N -1.314712 -0.779924 -1.305527 -0.009 -0.253 0.275 0.02
H 1.096123 -0.179301 -0.179297 -1.342 -0.562 0.469 0.07
H -0.439974 -0.810703 -1.833311 0.044 0.088 0.084 0.04
H 0.318657 -2.276457 2.088978 0.014 0.070 -0.035 0.08
H -0.071465 -0.621187 2.578245 0.036 -0.030 -0.026 0.07
H 1.557289 -1.023801 2.027967 -0.052 -0.014 -0.005 0.07
H -2.245200 -0.517186 1.713293 0.028 -0.035 -0.032 0.07
H -2.133271 -2.230131 1.324572 0.007 0.042 -0.010 0.08
H -3.135900 -1.173716 0.315486 0.062 0.003 -0.012 0.07
```
Positions in Å, forces in eV/Å.